{"formula": "C4H6O2", "method": "the ωB97M-V functional and the def2-TZVPD basis", "species": ["C", "C", "O", "C", "C", "O", "H", "H", "H", "H", "H", "H"], "xyz": [[1.581, 0.344, -0.606], [0.268, 0.443, 0.104], [-0.550, 1.412, -0.380], [-0.125, -0.376, 1.093], [-2.259, -0.675, -0.317], [-2.681, -1.720, -0.198], [1.433, 0.291, -1.689], [2.140, -0.530, -0.262], [2.178, 1.241, -0.403], [0.427, -1.271, 1.350], [-0.981, -0.133, 1.716], [-1.431, 0.975, -0.409]], "nbo_charge": [-0.66, 0.35, -0.72, -0.56, 0.49, -0.48, 0.22, 0.22, 0.23, 0.21, 0.21, 0.48], "e_above_lowest_kcal_mol": 34.4, "total_charge": 0, "orbital_gap_ev": 9.87, "lumo_energy_ev": 0.90}